Here is a cluster of 2 separate species, C6H9N2O3S in total at a distorted geometry from OMol25. Energies are from ωB97M-V with the def2-TZVPD basis set.

Output
spin multiplicity	1
net charge	+1
energy relative to the best compared isomer or geometry (same formula, charge and spin)	58.49	kcal per mole
E_HOMO	-14.2	eV
strongest force on any atom	0.154	hartree/bohr
total energy	-26312.15543	eV
HOMO-LUMO gap	7.8	eV

Each line ends with the Löwdin charge.
Geometry (Å):
C (0.63, -0.21, 3.21)  -0.4386
C (-0.83, 0.16, 2.97)  -0.2878
C (0.64, -0.20, 0.68)  -0.4137
C (-0.17, 1.06, 0.37)  -0.4004
C (1.65, -0.60, -0.32)  0.0181
C (-1.33, 0.91, -0.65)  -0.0527
N (-2.40, -0.21, 4.72)  0.4515
N (-1.77, -0.07, 3.82)  0.0318
O (1.12, -0.41, 4.26)  0.2274
O (-0.10, 2.62, 2.62)  -0.4172
O (1.23, -0.40, 1.98)  0.0451
S (-0.98, 1.71, 1.89)  1.0552
H (-1.09, -0.84, 1.70)  0.3246
H (-0.17, -0.96, 0.71)  0.1102
H (0.64, 1.81, -0.06)  0.1970
H (1.03, -1.06, -1.08)  0.1094
H (2.46, -1.32, 0.04)  0.1474
H (2.18, 0.27, -0.57)  0.0820
H (-1.73, 0.00, -0.62)  0.0394
H (-0.95, 0.90, -1.63)  0.0934
H (-1.94, 1.77, -0.54)  0.0780

=====

Here is a cluster of 2 separate species, C6H9N2OS in total at a distorted geometry from OMol25. Energies are from ωB97M-V with the def2-TZVPD basis set.

Output
spin multiplicity	1
net charge	+1
energy relative to the best compared isomer or geometry (same formula, charge and spin)	143.55	kcal per mole
E_HOMO (spin up / spin down)	-13.9 / -13.8	eV
strongest force on any atom	0.121	hartree/bohr
total energy	-22216.65751	eV
HOMO-LUMO gap (spin up / spin down)	7.5 / 6.6	eV

Each line ends with the Löwdin charge.
Geometry (Å):
C (-1.52, -1.67, -0.06)  -0.2484
C (-0.73, -0.63, -0.21)  -0.2018
C (-2.95, 0.01, 0.00)  -0.6230
C (-4.26, 0.78, -0.06)  -0.0360
C (4.04, 0.41, 0.27)  -0.0480
C (2.53, 0.54, 0.05)  -0.1957
N (-2.73, -1.22, 0.10)  0.0726
N (1.86, -0.56, -0.49)  -0.0088
O (2.34, -1.51, -0.96)  0.2072
S (-1.50, 0.94, -0.23)  1.0641
H (-1.14, -2.77, -0.03)  0.1743
H (-4.86, 0.53, 0.83)  0.1005
H (-3.93, 1.84, -0.23)  0.0832
H (-4.80, 0.35, -0.88)  0.0884
H (4.68, -0.17, -0.38)  0.0799
H (4.52, 1.34, 0.45)  0.0769
H (4.18, -0.20, 1.20)  0.1074
H (2.24, 1.42, -0.46)  0.1257
H (2.05, 0.57, 1.10)  0.1817

=====

Here is an isolated molecule of C6H9N3O at a distorted geometry from OMol25. Energies are from ωB97M-V with the def2-TZVPD basis set.

Output
spin multiplicity	1
SMILES string	N#CCC/C=C\C=[N+](\N)[O-]
energy relative to the best compared isomer or geometry (same formula, charge and spin)	122.56	kcal per mole
E_HOMO	-8.4	eV
strongest force on any atom	0.105	hartree/bohr
total energy	-12880.62957	eV
HOMO-LUMO gap	8.6	eV

Each line ends with the Löwdin charge.
Geometry (Å):
N (3.29, 0.65, 2.08)  0.1533
C (2.85, 0.38, 1.08)  -0.2962
C (2.43, -0.01, -0.23)  -0.1401
C (1.21, -1.00, -0.02)  -0.1957
C (0.18, -0.79, -1.05)  -0.1102
C (-0.87, 0.01, -1.07)  -0.0728
C (-1.34, 0.73, 0.09)  -0.0600
N (-2.56, 1.20, 0.09)  -0.3588
N (-3.03, 1.88, 1.28)  0.0743
O (-3.43, 1.05, -0.79)  -0.0483
H (1.93, 0.83, -0.69)  0.1164
H (3.36, -0.60, -0.59)  0.1613
H (0.95, -0.91, 0.97)  0.0729
H (1.55, -2.04, -0.06)  0.1233
H (0.14, -1.49, -1.92)  0.1257
H (-1.52, -0.02, -1.80)  0.0529
H (-0.73, 0.98, 1.06)  0.1692
H (-2.46, 2.76, 1.42)  0.1050
H (-4.06, 2.14, 1.40)  0.1278

=====

Here is an isolated molecule of C6H9N3O at a distorted geometry from OMol25. Energies are from ωB97M-V with the def2-TZVPD basis set.

Output
spin multiplicity	3
energy relative to the best compared isomer or geometry (same formula, charge and spin)	20.98	kcal per mole
E_HOMO (spin up / spin down)	-6.4 / -9.2	eV
strongest force on any atom	0.089	hartree/bohr
total energy	-12880.21772	eV
HOMO-LUMO gap (spin up / spin down)	7.2 / 8.5	eV

Each line ends with the Löwdin charge.
Geometry (Å):
C (-0.27, 1.05, 1.15)  -0.2637
C (0.36, -0.19, 1.58)  -0.4171
C (-0.87, 0.82, -1.17)  -0.1490
C (-1.32, 0.56, -2.37)  -0.0007
C (-0.41, 2.02, 2.29)  -0.0387
C (1.09, -1.96, -1.57)  -0.1097
N (-0.74, 1.29, -0.05)  0.1430
N (0.68, -1.12, 0.61)  0.0254
N (0.51, -1.00, -0.69)  -0.0927
O (0.51, -0.47, 2.80)  0.0283
H (-1.06, -0.41, -2.86)  0.0541
H (-1.73, 1.35, -3.05)  0.0753
H (-0.63, 3.02, 1.77)  0.1109
H (0.44, 1.96, 2.98)  0.0801
H (-1.24, 1.58, 2.83)  0.0781
H (0.22, -2.74, -1.66)  0.1151
H (1.20, -1.43, -2.54)  0.0802
H (2.00, -2.41, -1.07)  0.0892
H (1.28, -1.91, 1.03)  0.1919

=====

Here is an isolated molecule of C6H9N3O2 at a distorted geometry from OMol25. Energies are from ωB97M-V with the def2-TZVPD basis set.

Output
spin multiplicity	1
SMILES string	NC(=O)N[C@]1(N=O)CC12CC2
energy relative to the best compared isomer or geometry (same formula, charge and spin)	117.66	kcal per mole
E_HOMO	-9.2	eV
strongest force on any atom	0.095	hartree/bohr
total energy	-14929.08791	eV
HOMO-LUMO gap	9.1	eV

Each line ends with the Löwdin charge.
Geometry (Å):
N (2.89, -1.10, -0.71)  0.1589
C (1.78, -0.84, 0.07)  -0.5631
O (1.41, -1.52, 1.02)  0.0557
N (1.25, 0.37, -0.29)  0.1431
C (0.10, 0.91, 0.26)  -0.3738
N (-0.11, 2.34, -0.02)  0.0737
O (0.70, 2.83, -0.82)  -0.0206
C (-0.56, 0.50, 1.56)  0.0374
C (-1.15, 0.09, 0.28)  -0.3636
C (-2.54, 0.18, -0.30)  -0.0328
C (-1.63, -1.03, -0.48)  -0.0611
H (2.98, -0.73, -1.63)  0.0934
H (3.51, -1.80, -0.40)  0.0867
H (1.75, 1.01, -0.89)  0.1273
H (-1.14, 1.26, 2.00)  0.1065
H (-0.01, -0.09, 2.24)  0.1013
H (-2.71, 0.71, -1.17)  0.0819
H (-3.42, 0.14, 0.31)  0.0988
H (-1.61, -1.82, 0.39)  0.1611
H (-1.47, -1.41, -1.44)  0.0894

=====

Here is an isolated molecule of C6H9N3O2 at a distorted geometry from OMol25. Energies are from ωB97M-V with the def2-TZVPD basis set.

Output
spin multiplicity	1
SMILES string	Cc1nc(C)n(C)c1[N+](=O)[O-]
energy relative to the best compared isomer or geometry (same formula, charge and spin)	97.51	kcal per mole
E_HOMO	-8.8	eV
strongest force on any atom	0.081	hartree/bohr
total energy	-14929.96197	eV
HOMO-LUMO gap	8.9	eV

Each line ends with the Löwdin charge.
Geometry (Å):
C (1.89, -2.21, -0.01)  -0.0453
C (0.88, -1.14, -0.23)  -0.2179
N (-0.01, -1.02, -1.26)  0.1410
C (-0.77, 0.04, -1.03)  -0.2793
C (-2.05, 0.46, -1.78)  -0.0085
N (-0.37, 0.71, 0.12)  -0.0348
C (-1.03, 1.79, 0.77)  -0.0091
C (0.72, 0.03, 0.58)  -0.0975
N (1.50, 0.30, 1.78)  -0.3478
O (2.34, -0.52, 1.93)  0.0979
O (1.26, 1.32, 2.40)  0.0620
H (1.90, -2.72, 0.91)  0.0625
H (2.91, -1.84, -0.16)  0.0844
H (1.78, -2.95, -0.82)  0.0895
H (-2.55, -0.35, -2.38)  0.0978
H (-2.84, 0.78, -1.10)  0.0626
H (-1.90, 1.27, -2.46)  0.0638
H (-0.37, 2.30, 1.45)  0.0737
H (-1.39, 2.33, -0.09)  0.0828
H (-1.90, 1.43, 1.39)  0.1220

=====

Here is an isolated molecule of C6H9N3O2S at a distorted geometry from OMol25. Energies are from ωB97M-V with the def2-TZVPD basis set.

Output
spin multiplicity	1
SMILES string	CS(=O)(=O)C1Nc2c[nH]cc2N1
energy relative to the best compared isomer or geometry (same formula, charge and spin)	77.53	kcal per mole
E_HOMO	-7.6	eV
strongest force on any atom	0.090	hartree/bohr
total energy	-25765.54380	eV
HOMO-LUMO gap	8.3	eV

Each line ends with the Löwdin charge.
Geometry (Å):
C (1.94, -3.05, -0.27)  -0.1390
S (1.17, -1.55, 0.47)  0.6636
O (0.40, -2.03, 1.56)  -0.3573
O (2.24, -0.63, 0.72)  -0.3791
C (-0.07, -0.60, -0.93)  -0.3085
N (-1.34, -0.46, -0.55)  0.0801
C (-1.46, 0.82, 0.04)  -0.1775
C (-2.22, 1.70, 0.76)  -0.0781
N (-1.59, 2.94, 0.81)  -0.0194
C (-0.40, 2.89, 0.10)  -0.0449
C (-0.34, 1.62, -0.41)  -0.1967
N (0.54, 0.74, -1.11)  0.0715
H (1.10, -3.67, -0.35)  0.0262
H (2.57, -2.83, -1.07)  0.0305
H (2.66, -3.50, 0.48)  0.0940
H (0.15, -1.20, -1.69)  0.0786
H (-1.87, -1.23, -0.16)  0.1631
H (-3.30, 1.71, 0.99)  0.1170
H (-1.89, 3.90, 1.17)  0.1841
H (0.18, 3.71, 0.17)  0.0757
H (1.51, 0.71, -0.72)  0.1159

=====

Here is a cluster of 2 separate species, C6H9N3O3 in total at a distorted geometry from OMol25. Energies are from ωB97M-V with the def2-TZVPD basis set.

Output
spin multiplicity	1
SMILES string	O=c1[nH]nno1.C=CC(=C)CO
energy relative to the best compared isomer or geometry (same formula, charge and spin)	81.94	kcal per mole
E_HOMO	-9.0	eV
strongest force on any atom	0.031	hartree/bohr
total energy	-16977.13438	eV
HOMO-LUMO gap	9.7	eV

Each line ends with the Löwdin charge.
Geometry (Å):
O (0.31, -1.88, -0.92)  0.1331
C (1.07, -1.08, -0.47)  -0.5420
N (1.80, -1.09, 0.70)  0.1132
N (2.54, 0.03, 0.82)  0.0458
N (2.35, 0.75, -0.18)  0.0640
O (1.45, 0.12, -1.03)  0.0043
H (1.81, -1.80, 1.40)  0.1610
C (-3.43, -0.65, -0.48)  0.0235
C (-2.65, -0.44, 0.57)  -0.1462
C (-1.45, 0.41, 0.62)  -0.3074
C (-0.74, 0.55, 1.74)  0.0653
C (-1.07, 1.13, -0.65)  -0.2316
O (0.09, 1.91, -0.44)  -0.0914
H (-3.24, -0.18, -1.45)  0.0599
H (-4.29, -1.31, -0.42)  0.0559
H (-2.89, -0.94, 1.52)  0.1076
H (0.14, 1.18, 1.77)  0.0625
H (-1.03, 0.03, 2.65)  0.0711
H (-0.91, 0.38, -1.44)  0.1162
H (-1.92, 1.76, -0.97)  0.1348
H (0.30, 2.35, -1.26)  0.1004

=====

Here is an isolated molecule of C6H9N3O3 at a distorted geometry from OMol25. Energies are from ωB97M-V with the def2-TZVPD basis set.

Output
spin multiplicity	1
SMILES string	[H]/N=C/[C@@H](/N=C(\C)[N+](=O)[O-])C(C)=O
energy relative to the best compared isomer or geometry (same formula, charge and spin)	125.99	kcal per mole
E_HOMO	-9.8	eV
strongest force on any atom	0.052	hartree/bohr
total energy	-16975.22404	eV
HOMO-LUMO gap	9.1	eV

Each line ends with the Löwdin charge.
Geometry (Å):
H (-2.09, 1.00, 3.20)  0.0653
N (-1.74, 0.51, 2.37)  0.1354
C (-1.44, 1.24, 1.39)  -0.1813
C (-0.80, 0.66, 0.15)  -0.2737
N (0.33, -0.15, 0.40)  0.1245
C (1.35, 0.00, -0.30)  -0.1919
C (1.94, 1.11, -1.22)  0.0141
N (2.39, -1.03, 0.05)  -0.3408
O (2.00, -1.95, 0.78)  0.0735
O (3.52, -0.86, -0.34)  0.0816
C (-1.67, -0.41, -0.62)  -0.3646
C (-1.55, -1.85, -0.22)  0.0035
O (-2.21, -0.07, -1.65)  0.0802
H (-1.28, 2.34, 1.38)  0.1214
H (-0.63, 1.56, -0.49)  0.1337
H (1.92, 1.01, -2.28)  0.0617
H (3.02, 1.44, -0.96)  0.1222
H (1.23, 1.96, -1.14)  0.0695
H (-2.06, -2.23, 0.66)  0.0938
H (-0.54, -1.88, 0.10)  0.0293
H (-1.70, -2.41, -1.26)  0.1427

=====

Here is a cluster of 2 separate species, C6H9N3O4 in total at a distorted geometry from OMol25. Energies are from ωB97M-V with the def2-TZVPD basis set.

Output
spin multiplicity	1
energy relative to the best compared isomer or geometry (same formula, charge and spin)	103.70	kcal per mole
E_HOMO	-10.0	eV
strongest force on any atom	0.194	hartree/bohr
total energy	-19021.55731	eV
HOMO-LUMO gap	9.3	eV

Each line ends with the Löwdin charge.
Geometry (Å):
C (1.65, -1.56, 2.23)  -0.3654
C (0.72, -1.05, 1.11)  -0.1773
C (0.17, -1.27, -1.03)  -0.1422
C (0.13, 2.00, -2.14)  0.0336
C (-1.03, 2.67, -1.50)  -0.3654
C (-1.57, 0.49, -0.52)  -0.5059
H (0.34, -0.46, 3.67)  0.2953
H (2.69, -1.23, 2.26)  0.1114
H (1.68, -2.76, 2.12)  0.1625
H (-0.37, -1.45, 0.99)  0.1089
H (0.83, 0.24, 1.11)  0.1903
H (0.48, -1.39, -2.08)  0.1247
H (-0.51, -2.25, -0.46)  0.2125
H (0.50, 2.49, -3.07)  0.1301
H (-2.57, 2.04, -0.21)  0.1616
N (-0.48, 0.05, -1.20)  -0.0910
N (0.17, 0.64, -2.05)  0.0859
N (-1.94, 1.74, -0.93)  0.2181
O (1.23, -1.44, 3.52)  -0.1764
O (1.40, -1.20, -0.23)  -0.1473
O (-1.20, 3.93, -1.64)  0.0187
O (-2.33, -0.24, 0.06)  0.1174

=====

Here is a cluster of 2 separate species, C6H9N3OS in total at a distorted geometry from OMol25. Energies are from ωB97M-V with the def2-TZVPD basis set.

Output
spin multiplicity	1
energy relative to the best compared isomer or geometry (same formula, charge and spin)	142.79	kcal per mole
E_HOMO	-8.2	eV
strongest force on any atom	0.099	hartree/bohr
total energy	-23714.16284	eV
HOMO-LUMO gap	7.7	eV

Each line ends with the Löwdin charge.
Geometry (Å):
C (1.28, -2.25, 1.50)  -0.0459
C (1.13, -1.06, 2.24)  0.0120
C (1.08, -2.24, 0.14)  -0.1019
C (1.13, 0.00, 0.24)  -0.0404
C (-1.09, 1.26, -0.72)  -0.3332
C (-1.00, 0.49, -2.05)  -0.6312
N (1.14, -1.02, -0.50)  0.1294
N (0.28, 1.81, -0.52)  0.0049
N (0.95, 0.15, 1.61)  -0.2473
O (0.68, 1.21, 2.12)  -0.0129
S (0.04, 1.37, -3.17)  0.7182
H (1.43, -3.29, 2.03)  0.1539
H (1.00, -1.13, 3.30)  0.1279
H (0.91, -3.09, -0.39)  0.0828
H (-1.48, 0.65, 0.06)  0.0874
H (-1.85, 2.09, -0.93)  0.1321
H (-0.61, -0.50, -1.84)  0.0200
H (-2.07, 0.26, -2.46)  0.1095
H (0.43, 2.54, 0.15)  0.0490
H (0.77, 1.64, -2.17)  -0.2145

=====

Here is an isolated molecule of C6H9N3S at a distorted geometry from OMol25. Energies are from ωB97M-V with the def2-TZVPD basis set.

Output
spin multiplicity	1
SMILES string	Cc1[nH]nc2c1NCCS2
energy relative to the best compared isomer or geometry (same formula, charge and spin)	18.41	kcal per mole
E_HOMO	-7.5	eV
strongest force on any atom	0.084	hartree/bohr
total energy	-21672.09949	eV
HOMO-LUMO gap	8.4	eV

Each line ends with the Löwdin charge.
Geometry (Å):
C (2.26, -1.31, 0.09)  -0.0167
C (0.78, -1.49, 0.06)  -0.2303
N (0.16, -2.72, 0.06)  0.0065
N (-1.17, -2.61, 0.03)  0.0054
C (-1.44, -1.38, 0.09)  -0.6004
C (-0.20, -0.53, 0.03)  -0.1492
N (-0.24, 0.90, 0.08)  0.0029
C (-1.44, 1.53, -0.44)  -0.2710
C (-2.67, 1.04, 0.28)  -0.4463
S (-3.05, -0.72, -0.07)  0.9294
H (2.79, -2.27, 0.28)  0.0933
H (2.68, -0.96, -0.78)  0.0499
H (2.59, -0.68, 0.83)  0.0514
H (0.56, -3.63, 0.11)  0.1386
H (0.47, 1.46, -0.20)  0.0693
H (-1.55, 1.13, -1.44)  0.1056
H (-1.29, 2.60, -0.33)  0.1214
H (-2.36, 1.23, 1.36)  0.1098
H (-3.57, 1.49, 0.06)  0.0306

=====

Here is the ion C6H9N4 with charge +1 at a distorted geometry from OMol25. Energies are from ωB97M-V with the def2-TZVPD basis set.

Output
spin multiplicity	1
net charge	+1
SMILES string	[NH2+]=C=C/N=C\C1=NCCN1
energy relative to the best compared isomer or geometry (same formula, charge and spin)	124.37	kcal per mole
E_HOMO	-12.5	eV
strongest force on any atom	0.093	hartree/bohr
total energy	-12317.24064	eV
HOMO-LUMO gap	8.5	eV

Each line ends with the Löwdin charge.
Geometry (Å):
N (3.41, 1.59, -0.44)  0.1834
C (2.91, 0.49, -0.09)  -0.0294
C (2.17, -0.48, 0.29)  -0.1734
N (1.91, -1.76, -0.11)  0.1240
C (0.73, -2.26, -0.15)  0.0332
C (-0.35, -1.25, 0.12)  -0.3081
N (0.06, -0.08, 0.47)  0.0258
C (-1.05, 0.79, 0.41)  -0.1655
C (-2.27, -0.05, -0.19)  -0.0904
N (-1.61, -1.36, -0.44)  0.0855
H (2.99, 2.51, -0.36)  0.1426
H (4.51, 1.46, -0.69)  0.2293
H (2.06, -0.18, 1.35)  0.1932
H (0.44, -3.21, -0.57)  0.1319
H (-0.70, 1.58, -0.24)  0.1028
H (-1.02, 1.36, 1.41)  0.1470
H (-3.16, 0.06, 0.45)  0.1159
H (-2.53, 0.42, -1.19)  0.1284
H (-2.18, -2.15, -0.52)  0.1239